No. 1
C23H55ClNO15PS | the ωB97M-V functional and the def2-TZVPD basis

Properties
- Gap between HOMO and LUMO: 0.312 Ha
- Highest occupied orbital energy: -9.587 eV
- F_max: 5.47 eV/A
- Calculated total energy: -3292.112957 a.u.
- SMILES string: [H]/N=C/C[C@]1(O)C(=O)O[C@@H](CCCCOC(C)=O)[C@]1(CCCCS(=O)(=O)Cl)[PH2]=O.CO.CO.CO.CO.CO.CO.CO

Structure (XYZ):
```
97
C23H55ClNO15PS | OMol25 | the ωB97M-V functional and the def2-TZVPD basis
H -5.59648 -0.82209 0.95280
N -4.56166 -0.85336 0.87871
C -4.02350 -0.53059 2.04523
C -2.45206 -0.47647 2.30759
C -1.71447 0.84140 1.74399
O -2.46449 1.94902 2.28329
C -1.93236 0.72967 0.12905
O -2.87972 1.18422 -0.54827
O -0.77863 0.04419 -0.35235
C 0.19858 -0.17568 0.69507
C 1.68722 -0.41200 0.15837
C 1.68801 -1.89191 -0.52653
C 1.89577 -3.08441 0.53291
C 0.57241 -3.92389 0.85193
O 0.78117 -5.01220 1.81804
C 0.00963 -4.75616 3.01049
C -1.60171 -4.92666 3.04980
O 0.54522 -4.37013 4.08122
C -0.09043 0.89378 1.84964
C 0.24891 2.45106 1.61842
C 1.78013 2.77000 1.25492
C 2.01774 3.25034 -0.26543
C 1.06743 4.51466 -0.68001
S 2.03562 5.75770 -1.65462
O 2.65162 6.72581 -0.65580
O 3.07233 4.99892 -2.44700
Cl 0.71453 6.70085 -2.95666
P 0.71752 0.49342 3.50497
O 0.93066 -1.03415 3.64643
H -4.76173 -0.31055 2.89421
H -2.23177 -0.50642 3.44445
H -2.01839 -1.46395 1.89299
H -2.41661 1.90709 3.27267
H -0.01105 -1.17252 1.24802
H 1.97145 0.30233 -0.70679
H 2.47952 -0.33314 0.97422
H 0.71700 -2.08380 -1.12572
H 2.53731 -1.95782 -1.29552
H 2.66018 -3.82764 0.08452
H 2.40257 -2.63211 1.46256
H 0.22468 -4.38686 -0.15022
H -0.30716 -3.30334 1.24308
H -2.00062 -5.12792 4.09517
H -2.02945 -3.92626 2.70454
H -1.84095 -5.75058 2.29206
H 0.02763 2.98148 2.62584
H -0.50168 2.92407 0.87562
H 2.52143 1.93806 1.49358
H 2.08986 3.66886 1.91845
H 3.13582 3.52688 -0.34955
H 1.73415 2.39973 -0.96803
H 0.18215 4.05765 -1.24851
H 0.64029 4.92908 0.29992
H 2.00548 1.14519 3.55575
H -0.07711 1.07480 4.54914
C 5.05417 8.31436 -3.02632
O 4.26521 8.62009 -1.88818
H 5.50438 9.23465 -3.40054
H 5.84522 7.61218 -2.74946
H 4.42396 7.87769 -3.80617
H 3.87734 7.78736 -1.57573
C 4.33081 1.43639 -3.21813
O 3.54709 1.85035 -2.10585
H 4.27405 0.35077 -3.30582
H 3.94362 1.89276 -4.13065
H 5.37145 1.73266 -3.06464
H 3.61430 2.81311 -2.05094
C 2.94395 0.47956 -6.65143
O 4.17661 1.16056 -6.46830
H 2.91693 -0.38386 -5.98614
H 2.11353 1.14798 -6.40960
H 2.86019 0.14039 -7.68695
H 4.17500 1.91832 -7.06681
C 0.63742 -5.84907 -3.14246
O -0.15859 -5.55965 -2.00269
H 1.08670 -4.92294 -3.50203
H 1.42847 -6.55274 -2.87094
H 0.01200 -6.27670 -3.93001
H -0.54393 -6.39356 -1.70464
C -4.74000 4.40164 2.72283
O -4.68618 4.67577 4.11632
H -3.72961 4.44433 2.31608
H -5.15264 3.40280 2.56069
H -5.36235 5.14911 2.22426
H -5.59057 4.63153 4.45114
C -3.03232 -7.85782 5.00679
O -3.55173 -7.17905 3.87207
H -2.13199 -7.34268 5.34338
H -3.77299 -7.85311 5.81051
H -2.78044 -8.88665 4.73784
H -4.34563 -7.65356 3.59473
C -4.99944 -2.26694 -3.00641
O -4.17990 -2.75466 -1.95686
H -5.59914 -3.09025 -3.39622
H -5.66250 -1.48615 -2.62426
H -4.37338 -1.86519 -3.80744
H -3.66109 -2.00743 -1.62969
```



No. 2
C5H8Cl2 | the ωB97M-V functional and the def2-TZVPD basis

Properties
- Energy above the lowest of the compared OMol25 structures with the same formula, charge and spin: 4.9071 eV
- Gap between HOMO and LUMO (spin up / spin down): 0.328 / 0.290 Ha
- Highest occupied orbital energy (spin up / spin down): -8.712 / -8.134 eV
- F_max: 3.69 eV/A
- Calculated total energy: -1115.524753 a.u.

Structure (XYZ):
```
15
C5H8Cl2 | OMol25 | the ωB97M-V functional and the def2-TZVPD basis
C -0.89399 -0.51121 -1.95374
C -0.52834 -0.28356 -0.69325
C -2.12986 -1.03650 -2.41765
C 2.30929 -1.24551 -0.22775
C 1.99319 0.15028 0.02885
Cl -1.27811 -0.69064 0.74102
Cl 2.05234 0.78029 1.59369
H -0.17071 -0.28036 -2.76094
H -2.77202 -0.93950 -1.53667
H -2.47071 -0.36327 -3.26365
H -2.26964 -2.01170 -2.94149
H 1.54969 -1.98135 0.10014
H 2.36675 -1.38976 -1.32360
H 3.29907 -1.51164 0.06939
H 2.25814 0.74644 -0.75792
```



- What is the formula in the second record?
  C5H8Cl2



- Number 1 is which compound?
  C23H55ClNO15PS



- Which formula does entry 1 have?
  C23H55ClNO15PS



- Which value of calculated total energy does entry 1 give?
  -3292.112957 a.u.